(1)
DFT (the ωB97M-V functional and the def2-TZVPD basis) results for a 2-piece molecular cluster, CHBrF2OS overall.

```
7
Properties=species:S:1:pos:R:3:forces:R:3
C 0.967724 0.284491 -0.295182 -1.767 -0.347 0.721
O -1.310750 -1.543394 0.937921 0.379 -1.980 0.864
F 1.693656 -0.680798 0.309755 -0.593 1.110 -0.400
F 1.208276 0.251969 -1.615559 0.154 0.503 0.875
S -1.316913 -0.714253 -0.226312 2.336 1.989 -0.373
Br -2.278594 1.052686 0.639565 -0.371 1.116 -0.288
H 1.036603 1.349300 0.249814 -0.138 -2.389 -1.398
```
Forces are in eV/Å.

- HOMO-LUMO gap (alpha / beta) (eV) = 8.3 / 8.3
- max |F| (hartree/bohr) = 0.06010
- DFT total energy (eV) = -89410.750
- E_HOMO (alpha / beta) (eV) = -9.15 / -9.17
- relative energy (zero: lowest compared OMol25 entry of this formula, charge and spin) (eV) = 2.442
- multiplicity = 1



(2)
DFT (the ωB97M-V functional and the def2-TZVPD basis) results for the molecule CHBrN2.

```
5
Properties=species:S:1:pos:R:3:forces:R:3
N 0.286586 0.481797 -1.474428 -2.372 -0.206 -0.470
C -0.079456 0.189830 -0.351069 0.280 0.071 1.774
N -0.229332 -0.439251 0.681785 -0.939 -1.804 1.663
Br -1.206336 -0.824536 2.816921 0.996 1.242 -2.654
H 1.228538 0.592160 -1.673208 2.035 0.697 -0.314
```
Forces are in eV/Å.

- HOMO-LUMO gap (alpha / beta) (eV) = 6.2 / 6.2
- max |F| (hartree/bohr) = 0.06019
- DFT total energy (eV) = -74071.681
- E_HOMO (alpha / beta) (eV) = -9.89 / -9.88
- relative energy (zero: lowest compared OMol25 entry of this formula, charge and spin) (eV) = 2.236
- multiplicity = 1



(3)
DFT (the ωB97M-V functional and the def2-TZVPD basis) results for CHCeLiO2 as an isolated structure.

```
6
Properties=species:S:1:pos:R:3:forces:R:3
H -0.429268 -0.923752 -0.917455 -4.145 -2.118 -2.876
O 0.192360 -0.556832 0.323641 2.171 3.084 5.786
C -0.936516 -0.156081 -0.278300 3.997 -3.420 -3.609
O -0.997066 0.998747 -0.602219 -1.240 4.347 2.387
Li 1.938837 -1.179632 0.081205 0.563 -1.273 -0.317
Ce 0.231655 1.817548 1.393127 -1.347 -0.620 -1.370
```
Forces are in eV/Å.

- HOMO-LUMO gap (alpha / beta) (eV) = 6.4 / 7.0
- net charge = +3
- max |F| (hartree/bohr) = 0.13431
- DFT total energy (eV) = -18244.666
- E_HOMO (alpha / beta) (eV) = -24.02 / -24.05
- relative energy (zero: lowest compared OMol25 entry of this formula, charge and spin) (eV) = 3.506
- multiplicity = 2
- <S²> = 0.7520



(4)
DFT (the ωB97M-V functional and the def2-TZVPD basis) results for a 2-piece molecular cluster, CHCl2FS2 overall.

```
7
Properties=species:S:1:pos:R:3:forces:R:3
C 1.313876 0.663283 -0.220486 -2.195 -0.284 1.592
F 1.917723 -0.300847 -0.806138 1.444 -1.411 -1.048
S -1.858167 -0.730716 0.838615 -0.323 1.369 1.008
S -1.534125 -0.186159 -0.987564 0.456 0.438 -0.780
Cl 1.284114 2.139087 -0.934324 0.263 1.245 -0.410
Cl 0.987432 0.398786 1.428653 0.602 0.448 -0.193
H -2.110856 -1.983433 0.681247 -0.248 -1.805 -0.170
```
Forces are in eV/Å.

- HOMO-LUMO gap (alpha / beta) (eV) = 8.7 / 6.3
- max |F| (hartree/bohr) = 0.05302
- DFT total energy (eV) = -50483.256
- E_HOMO (alpha / beta) (eV) = -8.63 / -7.86
- relative energy (zero: lowest compared OMol25 entry of this formula, charge and spin) (eV) = 2.124
- multiplicity = 1



(5)
DFT (the ωB97M-V functional and the def2-TZVPD basis) results for a 2-piece molecular cluster, CHCl2N3O2 overall.

```
9
Properties=species:S:1:pos:R:3:forces:R:3
C 0.772735 1.210650 0.190212 1.891 5.073 4.647
N -1.748437 0.325505 -0.301611 1.942 1.984 -0.157
N 1.073895 0.156112 -0.316757 1.419 -3.750 -2.094
N -0.954292 1.124144 -0.287723 -3.220 -0.285 -0.676
O 0.847210 2.183430 0.893559 0.143 -2.008 -1.883
O -2.541769 -0.486139 -0.365714 -1.953 -1.429 -0.049
Cl 2.650189 -0.524750 -0.254570 -0.177 0.762 0.181
Cl -0.474069 -2.527265 0.261661 1.132 0.912 0.074
H 0.374534 -1.461690 0.180941 -1.178 -1.259 -0.042
```
Forces are in eV/Å.

- HOMO-LUMO gap (eV) = 9.4
- max |F| (hartree/bohr) = 0.13876
- DFT total energy (eV) = -34658.441
- E_HOMO (eV) = -10.64
- relative energy (zero: lowest compared OMol25 entry of this formula, charge and spin) (eV) = 1.527
- multiplicity = 1



(6)
DFT (the ωB97M-V functional and the def2-TZVPD basis) results for a 2-piece molecular cluster, CHCl2NO overall.

```
6
Properties=species:S:1:pos:R:3:forces:R:3
C 0.354144 -0.289189 0.017606 -0.342 2.924 0.893
N -0.970146 -0.573034 -0.173533 -0.944 -0.792 -1.832
O -0.343385 -0.429801 1.140568 1.108 0.253 0.766
Cl 0.784237 2.129175 -0.168019 -0.515 -2.742 0.062
Cl 1.743554 -1.066717 -0.438017 0.243 -0.029 -0.143
H -1.568405 0.229565 -0.378604 0.450 0.385 0.254
```
Forces are in eV/Å.

- HOMO-LUMO gap (eV) = 8.8
- max |F| (hartree/bohr) = 0.05983
- DFT total energy (eV) = -29631.248
- E_HOMO (eV) = -10.44
- relative energy (zero: lowest compared OMol25 entry of this formula, charge and spin) (eV) = 2.071
- multiplicity = 1



(7)
DFT (the ωB97M-V functional and the def2-TZVPD basis) results for a 2-piece molecular cluster, CHCl2NO2 overall.

```
7
Properties=species:S:1:pos:R:3:forces:R:3
C 3.313881 -0.214470 -0.102342 2.583 0.116 2.366
N 0.751816 0.857401 -0.046572 -1.105 -0.672 0.548
O 4.188185 0.038525 0.613265 0.609 0.638 0.187
O 2.447678 -0.569712 -0.721171 -2.012 -1.664 -2.912
Cl 1.357171 2.427375 0.120969 -0.031 0.967 -0.248
Cl -0.716627 0.754556 -0.918450 -1.127 1.348 0.942
H -1.780941 1.279594 -0.161527 1.083 -0.733 -0.882
```
Forces are in eV/Å.

- HOMO-LUMO gap (eV) = 8.5
- max |F| (hartree/bohr) = 0.07607
- DFT total energy (eV) = -31678.481
- E_HOMO (eV) = -8.64
- relative energy (zero: lowest compared OMol25 entry of this formula, charge and spin) (eV) = 3.400
- multiplicity = 1



(8)
DFT (the ωB97M-V functional and the def2-TZVPD basis) results for a 2-piece molecular cluster, CHCl2NO2 overall.

```
7
Properties=species:S:1:pos:R:3:forces:R:3
C 1.204776 -0.602198 0.032389 -1.574 2.637 1.488
N 0.769487 -1.617062 1.191435 0.841 2.997 0.552
O 0.796335 -1.118592 2.283527 0.125 0.646 0.648
O 0.491395 -2.724234 0.958097 -0.598 -2.630 -1.499
Cl 0.490504 -1.140887 -1.478416 0.746 0.539 0.823
Cl 2.953183 -0.402346 0.133264 -0.934 -0.303 -0.397
H 0.550942 0.952770 0.648651 1.395 -3.885 -1.615
```
Forces are in eV/Å.

- HOMO-LUMO gap (eV) = 9.7
- max |F| (hartree/bohr) = 0.08619
- DFT total energy (eV) = -31676.876
- E_HOMO (eV) = -10.90
- relative energy (zero: lowest compared OMol25 entry of this formula, charge and spin) (eV) = 5.005
- multiplicity = 1



(9)
DFT (the ωB97M-V functional and the def2-TZVPD basis) results for the molecule CHCl2NS.

```
6
Properties=species:S:1:pos:R:3:forces:R:3
H 0.369385 0.175531 0.191846 -0.003 -0.174 -0.053
N -0.638069 0.296101 0.201732 0.151 0.377 -0.031
C -1.330899 -0.713649 0.138868 -2.515 -0.488 0.216
Cl -0.897230 -2.400485 0.052827 0.279 -0.030 0.002
S -3.248762 -0.712755 0.197770 2.254 0.322 -0.194
Cl -3.536286 1.270769 0.058654 -0.166 -0.007 0.059
```
Forces are in eV/Å.

- HOMO-LUMO gap (eV) = 9.7
- max |F| (hartree/bohr) = 0.05000
- DFT total energy (eV) = -38422.770
- E_HOMO (eV) = -9.56
- relative energy (zero: lowest compared OMol25 entry of this formula, charge and spin) (eV) = 0.000
- multiplicity = 1



(10)
DFT (the ωB97M-V functional and the def2-TZVPD basis) results for a 2-piece molecular cluster, CHCl2O3S overall.

```
8
Properties=species:S:1:pos:R:3:forces:R:3
C -1.651418 0.000408 -0.202773 -1.058 0.157 -0.383
O 2.445540 1.250370 0.039978 -0.410 0.128 -0.431
O 2.481807 -1.226017 -0.106353 -0.426 0.035 -0.377
O 0.731738 -0.091084 1.255809 -0.827 0.034 -0.369
S 2.059544 -0.031577 0.636302 1.508 -0.195 1.147
Cl -1.821423 1.491101 -1.079907 0.298 -0.034 0.171
Cl -1.924692 -1.391512 -1.201501 0.274 -0.047 0.178
H -2.321096 -0.001686 0.658444 0.641 -0.079 0.063
```
Forces are in eV/Å.

- HOMO-LUMO gap (alpha / beta) (eV) = 5.8 / 8.6
- net charge = -1
- max |F| (hartree/bohr) = 0.03704
- DFT total energy (eV) = -43074.809
- E_HOMO (alpha / beta) (eV) = -3.02 / -5.35
- relative energy (zero: lowest compared OMol25 entry of this formula, charge and spin) (eV) = 2.683
- multiplicity = 1



(11)
DFT (the ωB97M-V functional and the def2-TZVPD basis) results for the molecule CHCl3.

```
5
Properties=species:S:1:pos:R:3:forces:R:3
Cl -0.216319 1.373661 1.092111 0.318 -0.958 -0.213
C 0.116489 -0.073594 0.057002 -0.807 0.453 -0.002
Cl 0.665510 0.519476 -1.514056 0.274 -0.323 0.239
Cl -1.360280 -1.030721 -0.157589 -0.112 0.096 0.051
H 0.794600 -0.788822 0.522532 0.327 0.733 -0.075
```
Forces are in eV/Å.

- HOMO-LUMO gap (eV) = 11.8
- max |F| (hartree/bohr) = 0.02006
- DFT total energy (eV) = -38620.252
- E_HOMO (eV) = -11.15
- relative energy (zero: lowest compared OMol25 entry of this formula, charge and spin) (eV) = 0.103
- multiplicity = 1



(12)
DFT (the ωB97M-V functional and the def2-TZVPD basis) results for a 2-piece molecular cluster, CHCl3NO overall.

```
7
Properties=species:S:1:pos:R:3:forces:R:3
C -0.304604 -0.058320 -0.248358 -0.762 -1.399 -0.501
N 0.944747 -0.396173 0.028805 -2.462 0.520 0.388
O 1.275507 -1.232604 0.967552 0.585 0.320 -0.550
Cl -1.617653 -1.265234 -0.077397 1.287 0.790 0.044
Cl -1.277007 1.577859 1.269742 0.002 0.198 0.377
Cl -0.512305 0.977694 -1.628619 0.212 -0.088 -0.131
H 1.491317 0.396777 -0.311725 1.139 -0.341 0.372
```
Forces are in eV/Å.

- HOMO-LUMO gap (alpha / beta) (eV) = 7.1 / 7.1
- net charge = -1
- max |F| (hartree/bohr) = 0.04952
- DFT total energy (eV) = -42157.299
- E_HOMO (alpha / beta) (eV) = -3.76 / -3.76
- relative energy (zero: lowest compared OMol25 entry of this formula, charge and spin) (eV) = 0.000
- multiplicity = 1